{
  "formula": "C18H52N4O8",
  "method": "ωB97M-V/def2-TZVPD",
  "max_force_ha_per_bohr": 0.1752,
  "total_energy_ev": -41846.3947,
  "homo_energy_ev": -9.722,
  "lumo_energy_ev": 0.371,
  "gap_ev": 10.09,
  "relative_energy_ev": 5.675,
  "elements": ["N", "C", "N", "O", "H", "H", "H", "H", "N", "C", "N", "O", "H", "H", "H", "H", "C", "C", "C", "O", "H", "H", "H", "H", "H", "H", "H", "H", "C", "C", "C", "O", "H", "H", "H", "H", "H", "H", "H", "H", "C", "C", "C", "O", "H", "H", "H", "H", "H", "H", "H", "H", "C", "C", "C", "O", "H", "H", "H", "H", "H", "H", "H", "H", "C", "C", "C", "O", "H", "H", "H", "H", "H", "H", "H", "H", "C", "O", "H", "H", "H", "H"],
  "xyz": [[-5.701, -3.623, -1.921], [-5.733, -2.750, -0.987], [-4.734, -1.952, -1.013], [-6.744, -2.595, -0.317], [-4.923, -3.804, -2.539], [-6.484, -4.253, -1.821], [-4.766, -1.151, -0.398], [-3.997, -2.184, -1.663], [-13.064, -7.023, 2.147], [-12.185, -6.488, 1.442], [-11.689, -5.491, 2.135], [-11.842, -6.912, 0.400], [-13.637, -7.738, 1.721], [-13.283, -6.641, 3.056], [-10.804, -5.167, 1.772], [-12.367, -4.987, 2.689], [-1.827, -16.350, -5.709], [-2.842, -15.279, -6.266], [-3.755, -14.773, -5.138], [-2.129, -14.245, -6.824], [-2.380, -17.127, -5.181], [-1.189, -15.751, -5.059], [-1.153, -16.790, -6.443], [-3.517, -15.697, -7.013], [-3.266, -14.083, -4.450], [-4.204, -15.631, -4.638], [-4.607, -14.204, -5.512], [-2.659, -13.495, -7.103], [-8.599, -6.068, -9.315], [-8.646, -6.126, -7.766], [-9.583, -7.102, -7.206], [-7.387, -6.589, -7.439], [-8.763, -7.057, -9.743], [-7.683, -5.592, -9.665], [-9.430, -5.419, -9.587], [-8.746, -5.124, -7.349], [-9.865, -6.824, -6.190], [-9.246, -8.138, -7.221], [-10.499, -7.246, -7.779], [-7.271, -7.460, -7.826], [-12.523, -14.678, 4.739], [-12.037, -16.094, 4.338], [-11.017, -16.748, 5.303], [-13.083, -17.008, 4.306], [-12.506, -14.578, 5.824], [-13.481, -14.428, 4.284], [-11.826, -13.860, 4.554], [-11.614, -15.901, 3.353], [-11.239, -16.742, 6.370], [-10.144, -16.100, 5.234], [-10.787, -17.806, 5.183], [-13.427, -17.039, 5.202], [-13.095, -18.392, -7.609], [-13.974, -17.239, -7.628], [-14.004, -16.459, -6.325], [-13.733, -16.445, -8.765], [-13.309, -18.965, -8.511], [-13.424, -19.183, -6.935], [-12.046, -18.147, -7.441], [-14.965, -17.635, -7.852], [-14.198, -15.389, -6.400], [-13.092, -16.669, -5.768], [-14.789, -16.956, -5.754], [-14.237, -15.630, -8.714], [-5.898, -7.817, 3.873], [-4.968, -8.972, 3.288], [-3.942, -8.557, 2.327], [-4.423, -9.621, 4.509], [-6.339, -7.158, 3.125], [-5.318, -7.168, 4.529], [-6.714, -8.353, 4.359], [-5.594, -9.688, 2.754], [-3.370, -9.433, 2.025], [-3.288, -7.827, 2.804], [-4.271, -8.154, 1.369], [-3.857, -8.921, 4.842], [-9.449, -12.285, -1.143], [-8.596, -11.364, -1.758], [-8.996, -13.213, -0.796], [-9.996, -11.851, -0.306], [-10.242, -12.576, -1.832], [-9.050, -10.521, -1.690]],
  "lowdin_charge": [0.16, -0.84, 0.17, 0.02, 0.12, 0.13, 0.13, 0.11, 0.16, -0.88, 0.15, 0.08, 0.13, 0.12, 0.12, 0.11, -0.04, -0.52, -0.07, -0.04, 0.07, 0.08, 0.07, 0.12, 0.08, 0.07, 0.07, 0.10, -0.05, -0.53, -0.07, -0.07, 0.08, 0.08, 0.07, 0.14, 0.09, 0.09, 0.08, 0.09, -0.06, -0.49, -0.06, -0.05, 0.07, 0.08, 0.07, 0.13, 0.07, 0.07, 0.08, 0.09, -0.08, -0.56, -0.04, -0.04, 0.09, 0.09, 0.10, 0.13, 0.08, 0.08, 0.08, 0.08, -0.05, -0.46, -0.09, -0.07, 0.07, 0.07, 0.07, 0.13, 0.08, 0.08, 0.09, 0.07, -0.19, -0.11, 0.08, 0.07, 0.07, 0.08]
}



{
  "formula": "C4H9NO2",
  "method": "ωB97M-V/def2-TZVPD",
  "max_force_ha_per_bohr": 0.0530,
  "total_energy_ev": -9879.0046,
  "homo_energy_ev": -10.060,
  "lumo_energy_ev": 0.697,
  "gap_ev": 10.76,
  "relative_energy_ev": 1.056,
  "elements": ["C", "C", "N", "C", "C", "O", "O", "H", "H", "H", "H", "H", "H", "H", "H", "H"],
  "xyz": [[1.460, 0.748, -1.005], [0.594, 0.112, 0.080], [0.285, -1.308, -0.306], [-0.774, 0.715, 0.344], [-1.664, 0.030, 1.357], [-1.880, 0.473, 2.453], [-2.164, -1.155, 0.995], [1.051, 0.563, -2.025], [2.520, 0.483, -1.111], [1.406, 1.868, -0.935], [1.267, 0.144, 0.958], [0.141, -1.410, -1.314], [0.981, -1.972, 0.002], [-0.489, 1.770, 0.641], [-1.265, 0.581, -0.637], [-1.471, -1.643, 0.503]],
  "lowdin_charge": [-0.08, -0.43, 0.01, -0.09, -0.54, 0.11, 0.08, 0.08, 0.08, 0.09, 0.15, 0.09, 0.08, 0.15, 0.13, 0.08]
}



{
  "formula": "C6H39NO14",
  "method": "ωB97M-V/def2-TZVPD",
  "max_force_ha_per_bohr": 0.0198,
  "total_energy_ev": -37011.5155,
  "homo_energy_ev": -8.981,
  "lumo_energy_ev": 0.109,
  "gap_ev": 9.09,
  "relative_energy_ev": 2.080,
  "elements": ["C", "N", "C", "C", "C", "C", "C", "H", "H", "H", "H", "H", "H", "H", "H", "H", "H", "H", "H", "H", "O", "H", "H", "O", "H", "H", "O", "H", "H", "O", "H", "H", "O", "H", "H", "O", "H", "H", "O", "H", "H", "O", "H", "H", "O", "H", "H", "O", "H", "H", "O", "H", "H", "O", "H", "H", "O", "H", "H", "O"],
  "xyz": [[-2.402, -1.572, -0.040], [-1.041, -1.086, 0.247], [-0.741, 0.121, -0.518], [3.182, 2.119, 0.322], [2.842, 1.543, -0.823], [1.472, 1.113, -1.157], [0.673, 0.534, -0.267], [-3.107, -0.755, 0.116], [-2.617, -2.420, 0.613], [-2.545, -1.888, -1.082], [-0.363, -1.800, -0.003], [-1.424, 0.922, -0.178], [-0.916, -0.007, -1.593], [2.512, 2.328, 1.146], [4.195, 2.430, 0.553], [3.571, 1.397, -1.613], [1.176, 1.295, -2.185], [1.018, 0.390, 0.750], [0.772, -0.960, 3.395], [1.216, 0.522, 3.267], [1.549, -0.376, 3.440], [-0.518, 2.523, -3.065], [-1.837, 2.839, -2.328], [-0.978, 3.244, -2.627], [-0.699, 1.514, 2.879], [0.193, 2.488, 2.109], [0.196, 1.894, 2.875], [-2.315, 3.399, 0.979], [-2.943, 2.098, 1.563], [-3.136, 2.880, 1.008], [0.421, -2.523, -2.326], [1.192, -1.297, -2.753], [0.376, -1.777, -2.961], [2.636, -1.149, 2.432], [3.151, -1.270, 0.946], [3.038, -1.757, 1.769], [-0.401, 3.973, -1.182], [0.035, 5.273, -0.502], [-0.174, 4.352, -0.301], [2.087, -2.978, 1.620], [1.887, -4.485, 1.965], [1.429, -3.752, 1.536], [0.020, -3.087, 2.401], [-1.139, -2.219, 1.888], [-0.745, -2.550, 2.725], [0.446, -4.650, -1.300], [1.050, -3.826, -0.154], [0.850, -3.794, -1.122], [-3.246, 2.297, -0.660], [-4.089, 2.389, -1.990], [-3.263, 2.062, -1.623], [-2.792, 0.464, 3.370], [-2.079, -0.020, 2.065], [-2.313, 0.757, 2.588], [2.678, -2.115, -1.579], [3.575, -1.467, -2.675], [2.940, -1.274, -1.977], [-1.250, -1.481, -3.643], [-2.500, -0.599, -3.336], [-2.183, -1.318, -3.884]],
  "lowdin_charge": [-0.09, -0.13, -0.23, 0.02, -0.18, -0.13, -0.09, 0.08, 0.08, 0.08, 0.09, 0.10, 0.10, 0.05, 0.06, 0.09, 0.10, 0.09, 0.04, 0.01, -0.06, 0.04, 0.02, -0.07, 0.01, 0.05, -0.06, 0.05, 0.01, -0.06, 0.01, 0.01, -0.08, 0.02, 0.05, -0.04, -0.02, 0.04, -0.09, 0.02, 0.08, -0.10, 0.00, -0.02, -0.10, 0.07, 0.01, -0.07, 0.01, 0.06, -0.07, 0.10, 0.04, -0.03, 0.04, 0.07, -0.04, -0.02, 0.00, -0.08]
}



{
  "formula": "Cl3F2Mg",
  "method": "ωB97M-V/def2-TZVPD",
  "max_force_ha_per_bohr": 0.0377,
  "total_energy_ev": -48452.1639,
  "homo_energy_ev": [-1.187, -1.182],
  "lumo_energy_ev": [5.679, 2.240],
  "gap_ev": [6.87, 3.42],
  "total_charge": -2,
  "multiplicity": 2,
  "s2": 0.754,
  "elements": ["Mg", "F", "F", "Cl", "Cl", "Cl"],
  "xyz": [[0.177, -0.085, -0.059], [0.927, 0.224, -1.938], [-1.241, -0.889, 0.961], [1.428, -2.368, 0.563], [-2.198, 1.444, -0.751], [0.906, 1.674, 1.224]],
  "lowdin_spin": [-0.01, 0.00, 0.01, 0.00, 0.85, 0.15]
}



{
  "formula": "C25H36N4O5",
  "method": "ωB97M-V/def2-TZVPD",
  "max_force_ha_per_bohr": 0.1060,
  "total_energy_ev": -42701.9581,
  "homo_energy_ev": -7.834,
  "lumo_energy_ev": 0.111,
  "gap_ev": 7.94,
  "relative_energy_ev": 7.838,
  "elements": ["C", "C", "C", "N", "C", "H", "H", "H", "H", "H", "C", "C", "C", "N", "C", "H", "H", "H", "H", "H", "C", "C", "C", "N", "C", "H", "H", "H", "H", "H", "C", "C", "C", "N", "C", "H", "H", "H", "H", "H", "O", "C", "C", "C", "C", "O", "H", "H", "H", "H", "H", "H", "O", "C", "C", "C", "C", "O", "H", "H", "H", "H", "H", "H", "C", "O", "H", "H", "H", "H"],
  "xyz": [[0.445, 2.836, -4.945], [0.751, 1.420, -4.917], [1.932, 1.256, -4.251], [2.444, 2.514, -3.841], [1.534, 3.392, -4.226], [-0.434, 3.215, -5.444], [0.124, 0.686, -5.403], [2.601, 0.413, -4.159], [3.406, 2.719, -3.612], [1.860, 4.412, -4.087], [7.087, 0.159, -1.006], [7.782, 1.341, -1.299], [8.638, 1.730, -0.307], [8.569, 0.609, 0.513], [7.610, -0.298, 0.206], [6.503, -0.434, -1.694], [7.763, 1.866, -2.244], [9.302, 2.573, -0.187], [9.209, 0.638, 1.294], [7.593, -1.250, 0.715], [-1.666, -5.579, 6.492], [-2.687, -6.353, 6.904], [-3.726, -6.134, 5.992], [-3.375, -5.267, 4.988], [-2.094, -4.890, 5.362], [-0.668, -5.543, 6.902], [-2.730, -7.151, 7.630], [-4.706, -6.575, 6.101], [-3.914, -4.966, 4.188], [-1.608, -4.168, 4.722], [-3.735, -3.318, -5.506], [-4.562, -2.605, -4.712], [-5.370, -1.878, -5.519], [-4.991, -1.990, -6.815], [-4.021, -2.956, -6.807], [-3.027, -4.051, -5.149], [-4.599, -2.674, -3.635], [-6.301, -1.471, -5.156], [-5.394, -1.532, -7.620], [-3.630, -3.270, -7.764], [-4.380, 4.889, 2.017], [-4.169, 4.292, 0.962], [-3.464, 4.923, -0.241], [-4.128, 4.099, -1.374], [-4.380, 2.749, -0.665], [-4.491, 3.090, 0.676], [-3.780, 5.965, -0.288], [-2.374, 4.926, -0.238], [-5.094, 4.549, -1.603], [-3.612, 4.158, -2.332], [-5.215, 2.097, -0.923], [-3.571, 2.027, -0.774], [3.098, 1.098, 7.230], [2.606, 1.412, 6.120], [1.807, 2.649, 5.791], [1.384, 2.251, 4.380], [2.208, 1.091, 3.871], [3.038, 0.782, 5.010], [0.970, 2.573, 6.484], [2.418, 3.552, 5.815], [0.326, 1.988, 4.399], [1.536, 3.019, 3.622], [1.556, 0.260, 3.600], [2.865, 1.408, 3.062], [0.620, -3.167, -0.992], [-0.146, -2.037, -0.801], [0.210, -3.968, -0.377], [0.489, -3.646, -1.962], [1.692, -3.159, -0.798], [0.066, -1.300, -1.378]],
  "lowdin_charge": [-0.07, -0.12, -0.14, 0.01, -0.19, 0.08, 0.09, 0.10, 0.15, 0.10, -0.11, -0.16, -0.10, -0.03, -0.12, 0.09, 0.09, 0.11, 0.14, 0.11, -0.14, -0.13, -0.16, 0.03, -0.14, 0.10, 0.10, 0.10, 0.15, 0.10, -0.13, -0.15, -0.17, 0.03, -0.14, 0.10, 0.10, 0.11, 0.15, 0.10, 0.09, -0.52, -0.06, -0.13, -0.16, 0.06, 0.12, 0.12, 0.11, 0.11, 0.13, 0.12, 0.06, -0.45, -0.06, -0.17, -0.14, 0.02, 0.13, 0.13, 0.11, 0.11, 0.13, 0.12, -0.21, -0.10, 0.08, 0.07, 0.08, 0.08]
}



{
  "formula": "C3H2N4O",
  "method": "ωB97M-V/def2-TZVPD",
  "max_force_ha_per_bohr": 0.1127,
  "total_energy_ev": -11146.3213,
  "homo_energy_ev": -11.785,
  "lumo_energy_ev": -0.626,
  "gap_ev": 11.16,
  "relative_energy_ev": 2.951,
  "elements": ["N", "C", "C", "C", "N", "N", "O", "N", "H", "H"],
  "xyz": [[-2.878, -0.817, -0.441], [-2.023, -0.149, -0.048], [-1.061, 1.121, 0.306], [0.231, 0.563, 0.239], [0.373, -0.781, 0.521], [1.567, -1.146, 0.236], [2.145, -0.100, -0.440], [1.308, 1.013, -0.353], [-1.296, 1.851, 1.371], [-1.328, 1.851, -0.578]],
  "lowdin_charge": [0.13, -0.20, -0.10, -0.46, 0.08, 0.08, -0.06, 0.16, 0.21, 0.15]
}



> Number 6 is which compound?

C3H2N4O



> What is the formula in the fifth record?

C25H36N4O5